Record 1
Below is a 2-piece molecular cluster, C5H16N2O overall in a non-equilibrium geometry, with properties calculated with ωB97M-V/def2-TZVPD.

The charge is 0. Its SMILES is CNCCN(C)C.O. Its HOMO-LUMO gap is 0.344 Ha. The calculation puts the energy above the lowest of the compared OMol25 structures with the same formula, charge and spin at 27.7 kcal/mol.

CARTESIAN COORDINATES (ANGSTROEM)
C -0.30 -0.01 1.66
N 0.01 0.95 0.60
C -1.18 1.53 0.04
C 0.96 0.45 -0.40
C 0.44 -0.66 -1.34
N 0.58 -1.98 -0.76
C 0.25 -3.08 -1.66
H 0.52 -0.71 1.79
H -1.19 -0.57 1.43
H -0.47 0.53 2.59
H -1.68 2.17 0.77
H -0.95 2.18 -0.81
H -1.94 0.80 -0.27
H 1.19 1.30 -1.03
H 1.84 0.12 0.14
H 0.96 -0.55 -2.31
H -0.61 -0.47 -1.54
H 1.49 -2.07 -0.33
H -0.71 -3.52 -1.39
H 0.33 -2.76 -2.70
H 1.00 -3.88 -1.61
H -0.26 3.46 3.16
H 0.05 3.03 1.70
O -0.32 3.74 2.25

Atomic partial charges in e from the natural (NBO) method, atoms 1 to 4: atom 1 (C): -0.41, atom 2 (N): -0.46, atom 3 (C): -0.43, atom 4 (C): -0.21

Record 2
Below is a 2-piece molecular cluster, C5H16N2O overall in a non-equilibrium geometry, with properties calculated with ωB97M-V/def2-TZVPD.

The charge is 0. Its SMILES is CN[C@@H](C)CCN.O. Its HOMO-LUMO gap is 0.354 Ha. The calculation puts the energy above the lowest of the compared OMol25 structures with the same formula, charge and spin at 48.9 kcal/mol.

CARTESIAN COORDINATES (ANGSTROEM)
C -0.24 2.50 0.80
N 0.35 1.31 0.15
C -0.49 0.31 -0.56
C 0.17 -1.12 -0.22
C -0.93 -2.13 -0.20
N -1.55 -2.19 1.11
C -0.81 0.60 -2.05
H -0.60 3.23 0.11
H -1.09 2.22 1.43
H 0.61 3.00 1.21
H 1.06 1.61 -0.52
H -1.44 0.31 -0.10
H 0.91 -1.42 -0.99
H 0.53 -1.01 0.79
H -1.79 -1.82 -0.95
H -0.47 -3.17 -0.49
H -2.21 -1.48 1.22
H -0.89 -2.14 1.80
H -1.50 1.37 -2.32
H -1.04 -0.47 -2.50
H 0.20 0.82 -2.66
H 2.23 0.28 0.39
H 3.13 0.14 1.73
O 3.08 0.46 0.79

Atomic partial charges in e from the natural (NBO) method, atoms 1 to 4: atom 1 (C): -0.41, atom 2 (N): -0.66, atom 3 (C): -0.04, atom 4 (C): -0.44

Record 3
Below is a 3-piece molecular cluster, C5H16N2O3 overall in a non-equilibrium geometry, with properties calculated with ωB97M-V/def2-TZVPD.

The charge is -1. Its HOMO-LUMO gap (spin up / spin down) is 0.092 / 0.346 Ha. The calculation puts the energy above the lowest of the compared OMol25 structures with the same formula, charge and spin at 19.3 kcal/mol. The multiplicity is 2. The expectation value of S² is 0.750.

CARTESIAN COORDINATES (ANGSTROEM)
C 2.41 1.54 0.60
C 2.73 0.06 0.35
N 1.67 -0.73 0.10
C 0.25 -0.44 0.13
C -0.40 -1.28 1.29
N -1.02 -2.55 0.84
C -2.14 -2.41 -0.08
O 3.90 -0.31 0.32
H 3.10 2.19 0.08
H 2.48 1.86 1.65
H 1.40 1.75 0.28
H 1.89 -1.66 -0.21
H 0.06 0.59 0.41
H -0.27 -0.66 -0.79
H 0.40 -1.53 1.98
H -1.13 -0.62 1.80
H -1.23 -3.07 1.68
H -1.89 -1.72 -0.89
H -3.01 -1.86 0.32
H -2.37 -3.37 -0.53
H -0.35 3.61 -0.63
H 0.61 2.66 -1.35
O -0.28 2.69 -0.96
H -2.68 1.42 -1.49
H -1.80 2.30 -2.50
O -2.36 1.52 -2.40

Atomic partial charges in e from the natural (NBO) method, atoms 1 to 4: atom 1 (C): -0.83, atom 2 (C): 0.68, atom 3 (N): -0.62, atom 4 (C): -0.27

Record 4
Below is a 3-piece molecular cluster, C5H16N2O3 overall in a non-equilibrium geometry, with properties calculated with ωB97M-V/def2-TZVPD.

The charge is +1. Its HOMO-LUMO gap (spin up / spin down) is 0.410 / 0.206 Ha. The calculation puts the energy above the lowest of the compared OMol25 structures with the same formula, charge and spin at 108.5 kcal/mol. The multiplicity is 2. The expectation value of S² is 0.756.

CARTESIAN COORDINATES (ANGSTROEM)
N -2.73 0.11 -2.26
C -1.24 0.16 -2.11
C -0.73 -0.67 -0.90
N -0.33 0.28 0.19
C 2.01 0.42 -0.43
C 0.70 1.31 -0.16
C 1.00 2.42 0.97
O 0.39 2.46 2.03
H -3.18 0.74 -1.62
H -2.91 -0.87 -1.93
H -0.83 -0.19 -3.13
H -0.87 1.18 -2.29
H -1.59 -1.26 -0.54
H -0.07 -1.35 -1.10
H -1.13 0.58 0.71
H 2.47 0.08 0.58
H 1.92 -0.58 -0.77
H 2.65 0.94 -1.09
H 0.59 1.97 -1.16
H 1.63 3.13 0.53
H -0.18 -2.51 2.58
H -1.34 -1.85 1.99
O -1.11 -2.66 2.38
H 1.46 -0.68 2.80
H 1.36 -1.85 2.13
O 2.08 -1.33 2.60

Atomic partial charges in e from the natural (NBO) method, atoms 1 to 4: atom 1 (N): -0.68, atom 2 (C): -0.29, atom 3 (C): -0.25, atom 4 (N): -0.21

Question: Which value of charge does entry 4 give?
Answer: +1